Below is 2 unconnected molecules or ions with the total composition C6H17NO3, with properties calculated with ωB97M-V with the def2-TZVPD basis set.

Geometry as ORCA input:
```
! wB97M-V def2-TZVPD RIJCOSX def2/J DEFGRID3
* xyz 0 1
C 0.8063 1.0237 3.6408
O -0.3032 1.2544 2.8143
C -0.1250 0.6916 1.5054
C -1.4610 0.8074 0.8175
N -1.3311 0.2866 -0.5819
C -0.9568 -1.1286 -0.7509
C -0.2011 -1.2463 -2.0627
O 1.0635 -0.5567 -1.9601
C 2.0433 -1.2618 -1.2840
H 1.0125 -0.0577 3.7031
H 0.5619 1.3895 4.6361
H 1.7490 1.4694 3.2981
H 0.1620 -0.3486 1.6834
H 0.6591 1.2215 0.9622
H -1.7832 1.8463 0.8280
H -2.2232 0.2104 1.3268
H -2.3078 0.3475 -0.8682
H -1.7951 -1.8327 -0.7800
H -0.2917 -1.5082 0.0204
H -0.7170 -0.9519 -2.9750
H 0.1119 -2.2548 -2.3852
H 1.8047 -1.4664 -0.2315
H 2.9689 -0.6846 -1.2609
H 2.3540 -2.2329 -1.6951
O -0.8200 1.9190 -3.0110
H -1.0325 1.4861 -2.1529
H 0.0518 1.5779 -3.2367
*
```

Computed properties:
- Relative energy (zero: lowest compared OMol25 entry of this formula, charge and spin): 298.3 kJ/mol
- HOMO energy: -9.63 eV
- SMILES: COCCNCCOC.O
- Frontier orbital gap: 10.404 eV
- Energy: -14128.5090 eV

Below is a molecular structure, C54H46F10N4O4Tc, with properties calculated with ωB97M-V with the def2-TZVPD basis set.

Geometry as ORCA input:
```
! wB97M-V def2-TZVPD RIJCOSX def2/J DEFGRID3
* xyz 0 4
Tc 0.5035 1.3697 0.1001
C 1.2178 3.9704 1.2431
N 0.2191 2.9389 1.4839
C -1.1316 3.4783 1.1938
C -1.3232 3.6927 -0.3046
N -0.5100 2.7268 -1.0529
C -0.5340 2.8446 -2.4491
C -1.1539 3.9226 -3.1495
F -1.6382 4.9946 -2.4709
C -1.3275 4.0270 -4.5200
F -2.0057 5.0640 -5.0707
C -0.7669 3.0449 -5.3414
F -0.9849 3.0234 -6.6921
C -0.0296 2.0327 -4.7534
F 0.6104 1.1259 -5.5407
C 0.0510 1.8868 -3.3830
F 0.8091 0.8533 -2.9966
C 0.3053 2.5332 2.9236
C 1.6677 1.9176 3.2411
N 2.1868 1.3418 2.0026
C 3.3749 0.7644 2.1870
C 4.5016 0.9555 1.3180
F 4.7541 2.2020 0.8337
C 5.4135 -0.0555 1.0789
F 6.2808 0.0584 0.0345
C 5.5367 -1.1176 1.9730
F 6.5007 -2.0587 1.8371
C 4.6831 -1.1544 3.0722
F 4.8336 -2.1388 4.0045
C 3.7111 -0.1819 3.1990
F 2.9294 -0.2110 4.3248
H 1.2341 4.7539 1.9914
H 1.0204 4.4297 0.2875
H 2.1981 3.4901 1.2265
H -1.3302 4.4136 1.7365
H -1.8433 2.7524 1.6319
H -1.0104 4.7162 -0.5441
H -2.3730 3.6918 -0.6094
H -0.4498 1.7870 3.1005
H 0.1179 3.3651 3.5976
H 1.5370 1.1678 4.0197
H 2.3631 2.6931 3.6104
C -4.4516 -3.5978 0.7039
C -2.9181 -3.6038 0.6410
C -2.4199 -5.0512 0.7133
O -2.4836 -3.0192 -0.6237
C -1.5122 -2.0042 -0.3423
C -1.7509 -1.6592 1.1389
O -2.3232 -2.8426 1.6934
C -0.5173 -1.1894 1.9887
O -0.1583 0.1632 1.6038
C 0.5985 -2.2659 1.8530
C 1.7459 -2.1316 1.0379
C 2.7111 -3.1365 0.9480
C 2.5663 -4.3255 1.6568
C 1.4028 -4.5104 2.4025
C 0.4299 -3.5205 2.5058
C -1.0220 -1.1507 3.4665
C -0.1044 -1.3552 4.5201
C -0.4718 -1.0788 5.8501
C -1.7827 -0.7128 6.1764
C -2.7151 -0.5910 5.1340
C -2.3199 -0.7533 3.8064
C -1.5961 -0.8008 -1.3292
O -0.3973 -0.0202 -1.0594
C -3.0069 -0.1609 -1.1526
C -4.1150 -0.7702 -1.8089
C -5.4210 -0.3299 -1.6295
C -5.6570 0.8254 -0.8816
C -4.5864 1.4236 -0.2066
C -3.2947 0.9223 -0.3020
C -1.4458 -1.3464 -2.7740
C -1.9678 -0.6595 -3.8831
C -1.7223 -1.0364 -5.2065
C -0.8407 -2.0710 -5.4851
C -0.3360 -2.7955 -4.4132
C -0.6361 -2.4495 -3.0916
H -4.8211 -4.1751 -0.1267
H -4.8632 -2.5875 0.6286
H -4.7800 -4.0361 1.6480
H -2.8458 -5.6095 -0.1305
H -2.7805 -5.5191 1.6281
H -1.3283 -5.0794 0.6721
H -0.5354 -2.4687 -0.4345
H -2.5194 -0.8683 1.1988
H 1.9414 -1.2032 0.5262
H 3.5953 -2.9423 0.3284
H 3.3388 -5.0932 1.6029
H 1.2192 -5.4516 2.9171
H -0.5010 -3.7397 3.0504
H 0.9035 -1.7050 4.3441
H 0.2992 -1.1692 6.6112
H -2.0797 -0.5665 7.2164
H -3.7469 -0.3422 5.3707
H -3.0820 -0.5896 3.0117
H -3.9672 -1.6205 -2.4814
H -6.2545 -0.8866 -2.1139
H -6.6450 1.3031 -0.8227
H -4.7474 2.3116 0.4124
H -2.5271 1.3395 0.3594
H -2.5479 0.2729 -3.7458
H -2.1997 -0.4546 -6.0210
H -0.5937 -2.3467 -6.5263
H 0.2670 -3.6853 -4.5893
H -0.1514 -3.0370 -2.3037
C 5.3739 2.1974 -3.7230
C 4.2759 1.9589 -2.7532
C 3.4878 3.0150 -2.3114
C 2.4718 2.7909 -1.4234
N 2.1689 1.5220 -0.9766
C 2.9418 0.4796 -1.4032
C 3.9816 0.6950 -2.2702
H 5.7919 3.1811 -3.5388
H 4.9998 2.2009 -4.7649
H 6.1798 1.4609 -3.6088
H 3.6023 4.0505 -2.6676
H 1.7514 3.5660 -1.1690
H 2.7070 -0.5184 -1.0771
H 4.5898 -0.1570 -2.5693
*
```

Computed properties:
- HOMO energy (spin up / spin down): -6.73 / -6.99 eV
- Expectation value of S²: 3.81
- Frontier orbital gap (spin up / spin down): 6.256 / 4.433 eV
- Energy: -100261.9717 eV

> Among the records above, which one has the highest energy?

C6H17NO3